The ion C51H68N3O with charge +1 in a non-equilibrium geometry. Source: the Open Molecules 2025 dataset; level of theory: ωB97M-V/def2-TZVPD.

CARTESIAN COORDINATES (ANGSTROEM)
C 3.51 1.08 0.88
C 3.08 -0.32 1.34
N 1.62 -0.47 1.66
C 0.93 -1.63 1.42
C -0.40 -2.00 1.73
C -1.19 -1.75 2.95
C -1.95 -0.40 2.97
C -2.45 0.06 4.18
C -3.22 1.24 4.21
C -3.49 1.93 3.02
C -2.94 1.50 1.83
C -2.18 0.32 1.79
C 0.91 0.68 2.18
C 1.85 1.86 2.39
O 2.58 2.12 1.18
H 4.44 1.39 1.37
H 3.68 1.06 -0.20
H 3.37 -1.02 0.55
H 3.68 -0.52 2.24
H 1.46 -2.32 0.75
H -0.89 -2.64 0.98
H -0.56 -1.85 3.86
H -2.31 -0.50 5.11
H -3.67 1.55 5.16
H -4.20 2.78 3.08
H -3.15 2.02 0.90
H -1.79 -0.02 0.83
H 0.10 0.95 1.47
H 0.44 0.44 3.15
H 1.25 2.76 2.61
H 2.50 1.62 3.24
C -3.15 -2.84 6.73
C -1.78 -2.89 7.38
C -1.84 -1.96 8.61
C -1.50 -4.30 7.90
C -0.70 -2.46 6.34
C -0.27 -1.12 6.35
C 0.91 -0.76 5.70
C 1.70 -1.75 5.12
C 1.20 -3.03 4.87
C 2.08 -3.98 4.00
C 1.28 -4.43 2.79
C 2.65 -5.13 4.86
C 3.33 -3.25 3.48
C -0.08 -3.36 5.42
N -0.84 -4.48 4.90
C -0.42 -5.88 5.02
C -1.43 -6.63 4.20
N -2.40 -5.62 3.76
C -3.64 -6.10 3.16
C -4.64 -6.80 3.92
C -4.68 -7.12 5.46
C -6.13 -7.15 6.00
C -3.96 -6.08 6.29
C -4.11 -8.52 5.71
C -5.72 -7.37 3.25
C -6.05 -6.97 1.96
C -5.09 -6.28 1.23
C -3.81 -6.05 1.76
C -2.69 -5.98 0.66
C -3.19 -5.27 -0.60
C -2.35 -7.42 0.26
C -1.44 -5.22 1.09
C -1.89 -4.38 4.03
C -2.30 -3.02 3.60
C -3.65 -2.96 2.88
C -4.87 -3.18 3.52
C -6.07 -3.14 2.79
C -6.05 -2.85 1.43
C -4.85 -2.51 0.82
C -3.66 -2.57 1.54
H -3.18 -3.52 5.88
H -3.93 -3.14 7.45
H -3.38 -1.83 6.36
H -0.86 -1.84 9.08
H -2.25 -0.98 8.37
H -2.52 -2.41 9.35
H -0.54 -4.33 8.43
H -2.31 -4.63 8.57
H -1.44 -5.00 7.07
H -0.80 -0.37 6.94
H 1.28 0.27 5.73
H 2.74 -1.51 4.88
H 1.06 -3.54 2.21
H 1.84 -5.11 2.13
H 0.31 -4.83 3.04
H 3.67 -4.84 5.15
H 2.10 -5.29 5.80
H 2.72 -6.05 4.27
H 4.00 -3.01 4.32
H 3.89 -3.90 2.79
H 3.09 -2.34 2.92
H 0.58 -6.02 4.63
H -0.41 -6.22 6.07
H -0.98 -7.12 3.32
H -1.95 -7.39 4.78
H -6.68 -8.04 5.67
H -6.12 -7.19 7.10
H -6.69 -6.26 5.71
H -2.96 -5.90 5.91
H -4.51 -5.13 6.28
H -3.86 -6.42 7.34
H -3.09 -8.63 5.32
H -4.10 -8.74 6.79
H -4.73 -9.28 5.20
H -6.38 -8.08 3.75
H -7.01 -7.23 1.52
H -5.34 -5.98 0.21
H -3.60 -4.29 -0.34
H -2.33 -5.10 -1.27
H -3.92 -5.86 -1.15
H -2.02 -8.02 1.12
H -3.24 -7.91 -0.17
H -1.56 -7.44 -0.50
H -0.76 -5.85 1.67
H -0.88 -4.85 0.22
H -1.74 -4.34 1.68
H -2.34 -2.45 4.58
H -4.92 -3.41 4.59
H -7.00 -3.38 3.29
H -6.98 -2.90 0.86
H -4.81 -2.23 -0.24
H -2.72 -2.29 1.06

The energy above the lowest of the compared OMol25 structures with the same formula, charge and spin is 0.00 kcal per mole. Its frontier orbital gap is 6.9 eV. Its total energy is -2223.295797 Eh. The calculation puts the lowest unoccupied orbital energy at -2.74 eV. For the HOMO energy, the calculation gives -9.683 eV. Its multiplicity is 1. Its net charge is +1. For the max |F|, the calculation gives 2.8 eV/Å.

These are the Mulliken partial charges, in e, on atoms 1 to 8: -0.5984, -0.4887, 0.4558, -0.8570, -0.5477, 1.9970, 2.1028, -0.0630